The following is a quantum chemistry calculation of a 17-piece molecular cluster, C62H165N7O34 overall, from the Open Molecules 2025 dataset.

```
268
Properties=species:S:1:pos:R:3
C 2.26 5.44 1.60
C 3.00 4.19 2.09
O 4.35 4.22 1.70
O 2.48 5.65 0.16
H 2.56 6.33 2.15
H 1.18 5.36 1.69
H 2.60 3.26 1.67
H 2.90 4.17 3.17
H 4.44 3.35 1.31
H 3.38 5.50 -0.13
C -2.46 2.57 -3.14
C -3.32 3.83 -3.02
O -4.76 3.70 -3.27
O -3.14 1.43 -3.63
H -2.08 2.37 -2.14
H -1.58 2.82 -3.73
H -2.90 4.65 -3.60
H -3.27 4.34 -2.05
H -4.75 2.74 -3.26
H -2.76 0.59 -3.38
C -5.11 -2.79 0.80
C -4.54 -4.10 1.39
O -3.66 -4.77 0.38
O -4.07 -1.89 1.00
H -6.00 -2.52 1.38
H -5.58 -2.86 -0.18
H -5.28 -4.83 1.73
H -4.01 -3.78 2.28
H -3.48 -5.67 0.66
H -3.23 -2.21 0.68
C 4.81 -3.91 2.54
C 4.56 -3.14 1.25
O 5.59 -2.19 1.11
O 5.96 -4.68 2.31
H 4.00 -4.44 3.04
H 5.08 -3.18 3.31
H 3.63 -2.59 1.34
H 4.53 -3.78 0.37
H 6.27 -2.72 0.69
H 6.19 -5.33 2.98
C 2.73 2.81 -4.41
C 3.65 1.90 -5.27
O 2.92 0.85 -5.93
O 3.66 3.72 -3.89
H 2.14 2.23 -3.71
H 1.99 3.23 -5.09
H 4.49 1.53 -4.68
H 4.17 2.47 -6.05
H 2.55 1.18 -6.74
H 3.91 4.41 -4.52
C -0.70 4.48 5.19
C -0.16 6.00 4.96
O 1.15 6.27 5.38
O -0.32 4.02 6.44
H -0.18 3.91 4.42
H -1.76 4.35 5.00
H -0.77 6.76 5.45
H -0.23 6.16 3.88
H 1.22 5.86 6.24
H -0.85 3.22 6.48
C -0.57 0.82 -7.40
C 0.28 2.01 -7.67
O 1.55 1.72 -8.21
O -0.89 0.24 -8.62
H -1.42 1.18 -6.82
H -0.20 0.06 -6.72
H 0.39 2.56 -6.74
H -0.14 2.71 -8.40
H 1.39 0.95 -8.77
H -0.08 0.21 -9.13
C 0.63 6.99 -3.97
C 1.50 5.94 -3.11
O 0.54 5.00 -2.71
O 1.24 8.24 -3.92
H -0.34 7.03 -3.48
H 0.70 6.80 -5.04
H 2.01 6.54 -2.35
H 2.25 5.53 -3.80
H 1.14 4.47 -2.18
H 1.60 8.24 -3.03
C -1.60 3.59 0.56
C -1.85 4.81 1.52
O -3.12 5.36 1.55
O -0.94 2.46 1.16
H -1.20 4.05 -0.34
H -2.56 3.18 0.26
H -1.08 5.53 1.26
H -1.63 4.64 2.57
H -2.99 6.27 1.83
H -1.62 2.09 1.73
C 5.07 0.66 -0.18
C 5.43 1.97 -0.81
O 5.63 1.57 -2.16
O 4.85 0.70 1.24
H 5.74 -0.11 -0.57
H 4.06 0.40 -0.46
H 6.25 2.56 -0.40
H 4.58 2.65 -0.79
H 5.69 2.35 -2.71
H 5.33 -0.09 1.48
C 1.42 -0.78 3.22
O 1.51 -1.83 2.24
C 0.64 -1.46 1.21
C 1.21 -0.42 0.21
N 0.10 0.28 -0.48
C 0.18 0.47 -1.92
C -0.50 -0.71 -2.72
O -1.87 -0.74 -2.55
C -2.30 -1.22 -1.26
H 2.22 -1.00 3.92
H 0.62 -0.52 3.92
H 1.82 0.19 2.91
H -0.41 -1.32 1.44
H 0.72 -2.44 0.74
H 1.81 -0.92 -0.54
H 1.86 0.30 0.72
H -0.20 1.12 -0.03
H 1.23 0.64 -2.18
H -0.16 1.42 -2.32
H -0.17 -1.74 -2.65
H -0.58 -0.44 -3.78
H -2.54 -0.44 -0.54
H -1.57 -1.93 -0.85
H -3.30 -1.64 -1.41
C -6.08 -9.67 -6.51
O -5.46 -9.21 -5.38
C -4.16 -8.62 -5.54
C -3.97 -7.38 -6.37
N -2.52 -7.12 -6.54
C -2.32 -5.83 -7.09
C -2.46 -4.70 -5.99
O -1.89 -5.16 -4.81
C -1.49 -4.12 -4.01
H -7.10 -9.94 -6.23
H -5.77 -10.71 -6.66
H -6.06 -9.01 -7.37
H -3.52 -9.45 -5.82
H -3.83 -8.27 -4.56
H -4.39 -6.48 -5.90
H -4.25 -7.66 -7.38
H -2.21 -7.02 -5.59
H -3.11 -5.64 -7.82
H -1.41 -5.88 -7.69
H -3.46 -4.31 -5.82
H -1.90 -3.85 -6.37
H -1.01 -4.57 -3.15
H -2.23 -3.42 -3.63
H -0.71 -3.52 -4.48
C 3.51 -6.12 -2.61
O 2.56 -6.88 -3.35
C 1.64 -6.12 -4.11
C 2.07 -5.10 -5.10
N 2.62 -3.89 -4.45
C 2.33 -2.72 -5.27
C 3.62 -2.18 -5.69
O 4.52 -3.17 -6.10
C 4.16 -3.64 -7.37
H 2.94 -5.47 -1.95
H 4.22 -5.63 -3.27
H 3.96 -6.89 -1.97
H 1.15 -5.57 -3.31
H 0.82 -6.75 -4.43
H 1.24 -4.80 -5.74
H 2.82 -5.57 -5.73
H 3.62 -3.87 -4.32
H 1.86 -1.87 -4.77
H 1.76 -2.88 -6.18
H 3.93 -1.61 -4.81
H 3.53 -1.44 -6.48
H 3.83 -4.67 -7.42
H 5.04 -3.61 -8.03
H 3.40 -3.06 -7.90
C -4.91 1.04 -6.76
O -5.00 2.37 -7.28
C -6.29 3.01 -7.36
C -7.14 2.99 -6.02
N -8.00 1.80 -5.86
C -8.72 1.52 -4.61
C -7.79 0.73 -3.71
O -7.91 -0.56 -4.17
C -6.98 -1.48 -3.66
H -5.27 0.93 -5.74
H -3.92 0.61 -6.75
H -5.56 0.40 -7.36
H -6.72 2.52 -8.24
H -5.94 4.01 -7.62
H -7.85 3.81 -6.07
H -6.60 3.18 -5.09
H -7.43 1.01 -6.15
H -9.63 0.92 -4.54
H -8.96 2.43 -4.07
H -8.00 0.72 -2.64
H -6.73 0.97 -3.68
H -7.00 -2.46 -4.14
H -7.37 -1.52 -2.64
H -5.99 -1.03 -3.69
C -1.44 -3.66 7.23
O -2.10 -3.77 8.52
C -3.48 -3.35 8.60
C -3.94 -3.44 10.10
N -3.44 -2.42 11.01
C -2.01 -2.45 11.19
C -1.44 -1.32 12.06
O -0.01 -1.55 11.97
C 0.74 -0.48 12.59
H -0.35 -3.64 7.25
H -1.68 -2.79 6.61
H -1.77 -4.48 6.60
H -4.04 -4.15 8.11
H -3.64 -2.40 8.09
H -3.82 -4.43 10.56
H -5.02 -3.34 10.03
H -3.63 -1.46 10.76
H -1.37 -2.51 10.31
H -1.87 -3.29 11.86
H -1.86 -1.58 13.03
H -1.93 -0.38 11.80
H 1.75 -0.82 12.81
H 0.43 -0.53 13.63
H 0.73 0.56 12.25
C -3.89 1.20 2.19
O -3.37 2.21 3.29
C -4.37 2.70 4.15
C -4.90 1.59 5.11
N -4.13 1.45 6.29
C -2.86 0.68 6.00
C -1.98 0.39 7.27
O -1.29 1.60 7.54
C -0.22 1.36 8.51
H -4.97 1.19 2.03
H -3.75 0.21 2.63
H -3.35 1.30 1.25
H -5.09 3.13 3.46
H -3.93 3.56 4.64
H -4.97 0.56 4.77
H -5.89 1.92 5.41
H -3.71 2.34 6.53
H -2.31 1.32 5.30
H -3.17 -0.26 5.54
H -1.28 -0.41 7.02
H -2.59 0.09 8.12
H 0.55 0.87 7.91
H -0.48 0.77 9.40
H 0.27 2.30 8.76
C 11.06 4.89 4.84
O 10.59 3.50 5.00
C 10.98 2.66 3.84
C 10.12 1.33 3.77
N 8.87 1.39 2.93
C 7.62 0.84 3.45
C 7.09 1.78 4.47
O 6.81 2.97 3.73
C 6.23 3.93 4.56
H 10.64 5.58 5.57
H 10.81 5.29 3.85
H 12.13 4.88 5.04
H 12.05 2.44 3.93
H 10.99 3.36 3.00
H 9.77 1.14 4.78
H 10.80 0.55 3.41
H 8.56 2.34 3.06
H 7.84 -0.12 3.91
H 6.97 0.67 2.60
H 7.86 2.11 5.17
H 6.13 1.46 4.88
H 6.94 4.26 5.32
H 5.47 3.47 5.18
H 5.62 4.73 4.14
```

## Properties
HOMO = -8.2 eV
electronic energy = -146988.3990 eV
energy above the lowest of the compared OMol25 structures with the same formula, charge and spin = 303.2 kcal per mole
F_max = 0.0926 Eh/bohr
2S+1 = 1
LUMO = 0.0013 Ha
charge = 0
HOMO-LUMO gap = 8.25 eV